{
  "formula": "C36H74FeN4O4",
  "method": "ωB97M-V/def2-TZVPD",
  "elements": ["Fe", "C", "C", "C", "C", "C", "C", "N", "O", "C", "C", "C", "H", "H", "H", "H", "H", "H", "H", "H", "H", "H", "H", "H", "H", "H", "H", "H", "H", "H", "C", "C", "C", "C", "C", "C", "N", "O", "C", "C", "C", "H", "H", "H", "H", "H", "H", "H", "H", "H", "H", "H", "H", "H", "H", "H", "H", "H", "H", "C", "C", "C", "C", "C", "C", "N", "O", "C", "C", "C", "H", "H", "H", "H", "H", "H", "H", "H", "H", "H", "H", "H", "H", "H", "H", "H", "H", "H", "H", "C", "C", "C", "C", "C", "C", "N", "O", "C", "C", "C", "H", "H", "H", "H", "H", "H", "H", "H", "H", "H", "H", "H", "H", "H", "H", "H", "H", "H", "H"],
  "positions_angstrom": [[0.54986, 0.07135, -0.30267], [-2.66617, -0.68952, -4.12685], [-2.99737, 0.38420, -3.01359], [-4.50239, 0.90854, -3.17652], [-5.53035, -0.22987, -2.73461], [-5.25403, -0.34409, -1.29759], [-3.80476, -0.87897, -0.96484], [-2.82890, 0.06463, -1.60383], [-1.39088, -0.30862, -1.34582], [-3.58869, -2.41120, -1.37278], [-3.69695, -0.89382, 0.53890], [-2.25998, 1.67898, -3.37205], [-1.69487, -1.16946, -4.00714], [-2.39760, -0.17767, -5.05095], [-3.52342, -1.27250, -4.46354], [-4.76652, 1.14342, -4.20762], [-4.80054, 1.86827, -2.75447], [-5.47764, -1.11362, -3.37047], [-6.50609, 0.25287, -2.67985], [-6.05075, -0.94004, -0.85243], [-5.41243, 0.62785, -0.83032], [-2.51603, -2.60482, -1.36883], [-3.93064, -2.67924, -2.37244], [-4.09341, -3.09898, -0.69431], [-4.57547, -1.27730, 1.05780], [-3.45663, 0.06726, 0.99352], [-2.94698, -1.56731, 0.95370], [-2.57603, 2.08122, -4.33455], [-1.19484, 1.53240, -3.55117], [-2.37700, 2.51267, -2.67968], [1.35713, -2.93056, 3.51172], [2.28400, -3.31924, 2.30810], [2.67252, -4.77540, 2.35642], [1.45995, -5.70928, 1.94509], [1.17189, -5.47044, 0.49395], [0.71755, -3.96474, 0.25691], [1.58861, -3.05738, 0.99987], [1.47839, -1.61032, 0.63440], [-0.78079, -4.07435, 0.69011], [0.78893, -3.89171, -1.29079], [3.72011, -2.63053, 2.38663], [0.80218, -2.01376, 3.31271], [1.82189, -2.72788, 4.47662], [0.60516, -3.68950, 3.72767], [3.01608, -5.02906, 3.35928], [3.61592, -5.05370, 1.88668], [0.52199, -5.53288, 2.47159], [1.78409, -6.74978, 1.92546], [0.37675, -6.16339, 0.21887], [1.95215, -5.82362, -0.18026], [-1.19653, -3.07013, 0.60762], [-1.03636, -4.47804, 1.66982], [-1.47503, -4.48722, -0.04178], [-0.02559, -3.24228, -1.61156], [0.59036, -4.87129, -1.72562], [1.77985, -3.53251, -1.56855], [3.50808, -1.56867, 2.51159], [4.26672, -2.56484, 1.44589], [4.45473, -2.89745, 3.14635], [1.50955, 1.31345, 3.72548], [0.02210, 1.82830, 3.65801], [0.17802, 3.08445, 4.60660], [-0.95142, 4.11015, 4.49234], [-1.10278, 4.37072, 2.98529], [-1.34852, 3.22914, 2.01379], [-0.29543, 2.21911, 2.20826], [-0.45009, 1.07438, 1.47395], [-2.82388, 2.74392, 1.95368], [-1.03606, 3.90304, 0.60095], [-0.95601, 0.78771, 4.29220], [2.23520, 1.84815, 3.11260], [1.67836, 0.41470, 3.13230], [1.78302, 1.16192, 4.76968], [0.10058, 2.72486, 5.63266], [1.12204, 3.62237, 4.51955], [-0.57235, 5.03169, 4.93412], [-1.94440, 3.85563, 4.86287], [-0.23417, 4.95132, 2.67462], [-1.98816, 4.98435, 2.81895], [-3.06691, 2.17323, 1.05738], [-2.98865, 2.26490, 2.91882], [-3.38192, 3.67918, 1.90921], [0.00997, 4.15400, 0.42506], [-1.15895, 3.33164, -0.31911], [-1.62815, 4.77464, 0.32194], [-1.28124, 0.93520, 5.32204], [-0.79704, -0.25640, 4.02265], [-1.93251, 0.91681, 3.82543], [-1.39928, 1.06428, 1.61727], [2.84294, 2.13184, 0.48877], [3.13746, 2.04326, -0.98437], [4.36797, 1.08347, -1.15559], [4.74235, 0.89813, -2.65186], [3.64510, 0.10584, -3.28195], [2.25084, 0.76623, -3.13674], [2.01103, 1.24557, -1.73388], [0.66656, 1.91086, -1.50999], [2.08399, 1.92396, -4.09251], [1.23881, -0.40069, -3.48317], [3.55058, 3.41760, -1.59784], [2.56407, 1.14552, 0.85960], [2.06835, 2.86510, 0.71337], [3.66595, 2.48688, 1.10901], [5.21439, 1.52339, -0.62821], [4.07984, 0.10984, -0.75918], [5.66982, 0.35953, -2.84630], [4.96169, 1.88177, -3.06711], [3.68264, -0.84606, -2.75225], [3.78243, -0.09699, -4.34407], [2.04246, 1.49850, -5.09519], [1.23331, 2.58727, -3.93616], [3.02216, 2.44179, -4.29201], [1.21710, -1.17498, -2.71629], [0.26040, 0.05968, -3.62052], [1.46602, -0.79954, -4.47181], [3.71425, 3.49520, -2.67268], [4.51711, 3.74866, -1.21793], [2.68146, 4.06516, -1.48211], [0.76480, 2.62028, -2.14927]],
  "forces_ev_per_angstrom": [[-2.6, -0.4, -1.2], [0.2, 1.3, -0.2], [-1.6, 1.6, -1.0], [-1.2, -2.5, -1.2], [0.8, 3.2, -0.4], [1.0, -1.6, 1.3], [-0.4, -1.2, -0.7], [1.7, -0.3, 1.3], [-0.4, 0.0, 0.5], [-0.2, 1.0, -0.5], [0.8, 0.1, 1.5], [1.3, 0.3, -0.4], [-0.5, -0.8, 0.9], [-0.4, 0.8, -0.1], [0.3, -0.6, 0.6], [0.8, -0.4, -0.6], [0.7, -0.2, 1.0], [-0.1, 0.0, 0.3], [-0.4, -0.4, -1.1], [0.4, -0.7, 0.5], [0.4, 0.2, 0.0], [0.0, 0.1, 0.2], [-0.1, 0.3, -0.1], [0.0, 0.2, 0.2], [-0.5, 0.2, -0.5], [-0.2, 0.3, -0.3], [0.5, -0.1, -0.5], [-0.5, -0.3, -0.1], [0.3, -0.2, 0.4], [-0.1, -0.3, 0.4], [-0.4, 0.3, -0.5], [2.0, -0.1, 0.7], [-1.7, -2.3, 0.8], [2.1, 0.1, -0.7], [0.1, 0.5, 0.2], [-0.8, -4.3, -0.8], [-0.7, 5.6, -1.3], [0.5, -5.1, 1.6], [-0.6, 2.5, -0.2], [-0.4, 1.4, 0.8], [-1.4, 2.4, -1.0], [0.1, 0.1, -0.4], [0.8, -0.3, -0.3], [0.1, -0.2, -0.3], [-0.6, 0.4, 0.6], [-0.4, 0.3, -1.2], [0.5, -0.2, 0.6], [-0.2, -0.1, 1.0], [-0.6, 0.5, -0.2], [0.7, 0.6, 0.2], [0.1, 0.6, 0.7], [0.5, 0.0, 0.0], [0.8, -0.9, -0.3], [0.3, 0.4, -0.5], [0.2, 0.1, 0.2], [-0.1, 0.0, -0.3], [0.1, 0.3, 0.5], [-0.3, -0.8, -0.3], [-0.8, -0.7, 0.3], [-0.7, -1.0, -1.5], [1.9, 0.6, 0.7], [-2.0, -0.2, 0.4], [0.4, -0.2, -1.9], [-0.7, 0.9, 0.6], [1.0, 0.4, -2.9], [2.5, 2.3, 3.6], [-1.0, -0.8, -0.7], [1.2, 0.8, 0.9], [0.2, -0.3, -0.9], [-1.2, 0.5, -1.4], [-0.2, 1.4, 0.8], [-0.7, -1.1, 0.5], [0.3, 0.0, -0.2], [0.6, -0.4, 0.0], [0.1, -0.3, -0.4], [-0.5, 0.1, 0.2], [0.3, -0.3, 0.6], [0.0, -0.1, -0.3], [0.2, 0.5, 0.1], [0.0, -0.3, 0.2], [-0.8, -0.3, -0.3], [-0.3, -0.2, 0.0], [0.2, 0.4, 0.9], [-0.7, -1.2, 0.4], [-0.2, 0.3, 0.8], [1.0, -0.1, 0.3], [0.7, 0.0, 0.4], [-0.2, 0.2, -0.3], [-0.9, -1.9, -1.1], [-0.8, 0.6, 0.1], [1.6, -1.2, -2.1], [-0.1, 0.3, -1.1], [0.6, 0.5, 0.7], [-0.6, 0.7, 0.3], [-0.9, -1.1, 0.0], [0.0, -0.2, 2.9], [2.6, -0.5, -1.1], [1.0, -0.5, -1.6], [-0.1, 2.0, 0.0], [-1.2, -0.4, -0.5], [-0.1, -0.1, 0.2], [-0.5, -0.3, -0.1], [0.5, -0.2, -0.4], [-0.1, -0.2, 0.3], [0.3, -0.1, 0.4], [0.2, -0.1, 0.6], [-0.4, 0.0, -0.3], [-0.5, -0.2, -0.1], [0.0, 0.1, 0.0], [-1.0, -0.2, -0.2], [0.1, 0.0, -0.1], [-0.1, 0.6, 0.9], [0.0, 0.0, -0.1], [-0.2, -0.3, 0.4], [0.4, -0.2, 0.2], [-0.1, -0.8, 0.0], [-0.5, 0.3, 0.7], [0.4, 0.7, 0.7], [-0.9, 0.6, -0.1]],
  "largest_force_ev_per_a": 5.78,
  "spin_multiplicity": 6,
  "orbital_gap_ha": [0.2767, 0.1743],
  "lumo_ev": [-1.77, -4.33],
  "s_squared": 8.7648,
  "charge": 1
}



{
  "formula": "C11H11FeN3O5",
  "method": "ωB97M-V/def2-TZVPD",
  "elements": ["Fe", "C", "O", "C", "O", "C", "O", "C", "O", "C", "H", "H", "C", "H", "H", "C", "N", "C", "C", "C", "N", "C", "O", "N", "H", "H", "H", "H", "H", "H", "H"],
  "positions_angstrom": [[-0.18445, -0.54546, -1.33351], [0.83236, -1.97285, -1.55457], [1.53882, -2.89063, -1.62673], [-0.81754, -0.81942, -3.00411], [-1.31160, -1.08075, -4.02666], [0.62568, 0.43777, -2.63242], [1.20450, 1.14028, -3.36979], [-1.66220, -1.59028, -0.53856], [-2.74519, -2.02092, -0.57549], [-2.70119, 2.53170, -1.79960], [-3.26915, 2.25806, -0.90016], [-1.88651, 3.25745, -1.67448], [-3.00459, 2.02001, -2.99741], [-2.44248, 2.29172, -3.90088], [-3.83122, 1.30819, -3.12594], [-0.21100, -1.25953, 3.88617], [0.59793, -0.66349, 2.81819], [1.69416, 0.10247, 3.08898], [2.43098, 0.56138, 2.03881], [2.00187, 0.29878, 0.71181], [0.77022, -0.21390, 0.46776], [0.11798, -0.78455, 1.53631], [-0.97207, -1.42411, 1.37408], [2.84906, 0.54623, -0.30941], [0.28175, -1.07649, 4.85167], [-0.30235, -2.33916, 3.71309], [-1.22666, -0.83943, 3.88825], [1.94264, 0.26104, 4.13840], [3.35013, 1.10370, 2.19735], [3.75129, 0.93178, -0.06067], [2.57884, 0.47039, -1.28046]],
  "forces_ev_per_angstrom": [[-1.2, 2.1, 4.9], [5.7, -7.7, -1.0], [-2.8, 3.6, 0.3], [-6.2, -3.1, -9.1], [2.3, 1.1, 3.9], [5.6, 7.3, -4.0], [-2.6, -3.3, 2.4], [-6.8, -1.9, -1.1], [4.7, 1.4, 0.6], [0.7, 0.5, 1.9], [0.2, 0.2, -0.4], [-0.4, -0.2, -0.1], [-0.3, -1.1, -1.8], [-0.3, 0.0, 0.4], [0.3, 0.4, 0.1], [-0.1, -0.3, 1.0], [1.3, 1.3, 1.9], [-1.8, -1.5, 0.6], [1.0, 0.5, 0.1], [-0.1, -0.4, -2.9], [1.2, 0.3, 1.8], [-3.5, -1.5, -2.3], [3.4, 1.8, 1.6], [-1.2, 0.1, 2.2], [-0.2, 0.0, -0.4], [0.1, 0.2, -0.1], [0.3, 0.0, -0.1], [0.0, 0.0, -0.2], [0.1, 0.1, 0.2], [0.2, 0.1, -0.5], [0.3, -0.1, 0.1]],
  "largest_force_ev_per_a": 11.45,
  "spin_multiplicity": 6,
  "orbital_gap_ha": [0.2782, 0.1270],
  "lumo_ev": [-11.80, -15.38],
  "s_squared": 8.9039,
  "charge": 3,
  "relative_energy_kj_mol": 171.5
}



{
  "formula": "C30H61BF4N3O5",
  "method": "ωB97M-V/def2-TZVPD",
  "elements": ["C", "C", "C", "N", "C", "C", "F", "C", "N", "C", "C", "O", "O", "C", "C", "O", "C", "F", "F", "F", "N", "C", "C", "C", "C", "C", "B", "O", "O", "C", "C", "H", "H", "H", "H", "H", "H", "H", "H", "H", "H", "H", "H", "H", "H", "H", "H", "H", "H", "H", "H", "H", "H", "H", "H", "H", "H", "H", "H", "H", "H", "H", "H", "H", "C", "C", "C", "C", "C", "C", "H", "H", "H", "H", "H", "H", "H", "H", "H", "H", "H", "H", "H", "H", "C", "C", "C", "C", "C", "C", "H", "H", "H", "H", "H", "H", "H", "H", "H", "H", "H", "H", "H", "H"],
  "positions_angstrom": [[1.88507, 4.08557, 2.92960], [0.67759, 4.27132, 3.74413], [-0.26366, 2.98448, 4.03210], [-0.35910, 2.12764, 2.81912], [-0.97469, 2.79109, 1.63950], [-2.12607, 3.85472, 1.96057], [-3.06436, 3.77114, 0.84600], [-0.84365, 0.77388, 3.06918], [-2.18802, 0.32804, 3.42845], [-2.67556, 0.83500, 4.73267], [-1.72050, 0.55722, 5.97370], [-1.29751, 1.55477, 6.62061], [-1.33843, -0.71287, 6.45138], [-3.18711, 0.42837, 2.33311], [-2.79259, -0.30997, 0.96680], [-3.18417, 0.59851, -0.10429], [-3.70720, -1.63221, 0.72632], [-3.47708, -2.00647, -0.64142], [-5.09635, -1.32099, 0.77488], [-3.37011, -2.69045, 1.58922], [0.07459, -0.17761, 2.89665], [-0.14219, -1.63774, 3.08037], [0.55974, -2.20381, 4.43819], [1.64514, -3.37073, 4.10848], [0.92436, -4.62319, 3.39033], [2.30974, -3.80671, 5.52610], [1.49599, 0.25287, 2.51242], [2.49025, 0.23315, 3.56927], [1.82838, 0.69344, 1.19632], [3.28198, 0.80118, 1.06922], [3.78660, 1.14700, -0.41276], [2.91135, 3.86852, 3.40714], [1.87276, 4.18600, 1.79502], [0.43377, 5.29400, 4.17723], [0.31575, 2.38295, 4.82609], [-1.25248, 3.27590, 4.51496], [-0.12955, 3.37498, 1.11258], [-1.28120, 1.97509, 0.90374], [-2.72496, 3.53963, 2.87868], [-1.77285, 4.93492, 1.98374], [-2.94561, 1.95594, 4.69481], [-3.67780, 0.30792, 4.96262], [-0.38703, -0.60119, 6.70421], [-4.14378, -0.09266, 2.71653], [-3.52334, 1.50178, 2.08304], [-1.69666, -0.59432, 0.86265], [-2.39237, 0.85706, -0.62072], [0.43891, -2.15854, 2.22740], [-1.21495, -1.99216, 2.98294], [1.10125, -1.39423, 5.02587], [-0.21962, -2.68381, 5.11263], [2.43820, -2.92758, 3.39835], [0.57046, -5.39111, 4.16703], [1.71946, -5.12798, 2.73372], [0.05295, -4.32172, 2.71767], [2.88113, -2.88173, 5.88944], [1.50566, -4.05530, 6.30920], [2.98518, -4.69922, 5.31152], [2.56045, 1.14933, 3.91852], [3.77316, -0.19744, 1.35852], [3.66387, 1.64974, 1.74882], [4.39105, 2.12430, -0.36699], [2.96186, 1.28858, -1.18135], [4.53448, 0.33909, -0.73090], [6.89579, 1.97265, -3.23816], [5.77842, 1.20810, -3.93501], [6.03196, -0.29816, -4.01266], [7.26713, -0.71521, -4.81662], [7.29506, -0.23435, -6.26833], [6.15414, -0.78961, -7.11018], [7.84019, 1.89215, -3.78096], [6.64209, 3.03410, -3.17320], [7.04871, 1.59992, -2.22117], [5.61860, 1.62208, -4.93521], [4.84694, 1.37415, -3.38220], [5.14377, -0.78173, -4.43395], [6.13371, -0.69382, -2.99515], [7.33398, -1.80858, -4.80352], [8.16900, -0.35405, -4.31069], [8.24265, -0.54917, -6.71761], [7.28483, 0.85930, -6.31098], [6.16863, -1.88302, -7.11411], [6.24768, -0.44798, -8.14384], [5.18065, -0.45881, -6.74018], [-8.61320, -1.29882, -4.38670], [-7.39098, -1.11190, -5.27535], [-6.16430, -1.88516, -4.78920], [-5.63484, -1.47676, -3.41109], [-5.25334, -0.00870, -3.26021], [-4.11779, 0.42252, -4.17866], [-8.44234, -0.91477, -3.37810], [-9.46800, -0.76058, -4.80426], [-8.88402, -2.35557, -4.31288], [-7.16130, -0.04545, -5.36447], [-7.63941, -1.45703, -6.28444], [-5.36583, -1.77838, -5.53164], [-6.40630, -2.95353, -4.76210], [-4.75830, -2.09311, -3.18218], [-6.38211, -1.72254, -2.64881], [-4.94352, 0.15495, -2.22234], [-6.12313, 0.63435, -3.42671], [-3.22293, -0.18200, -4.00293], [-3.85957, 1.46861, -3.99334], [-4.39330, 0.33255, -5.23183]],
  "forces_ev_per_angstrom": [[-0.6, 0.1, 0.7], [0.8, -1.2, -1.0], [0.4, 1.5, -0.1], [-1.0, -1.1, 0.7], [0.7, 1.0, -1.0], [-1.0, -1.0, -1.1], [1.3, 0.2, 1.5], [0.7, -1.1, -0.4], [1.4, 0.5, -0.2], [-1.4, -0.3, 0.8], [1.8, 2.9, 2.8], [-1.4, -3.2, -2.6], [-0.3, 1.7, -2.1], [-1.7, -0.4, -0.3], [-1.0, 0.4, -0.4], [1.2, -0.8, 0.8], [-0.3, 0.4, -2.0], [-0.4, 0.2, 3.5], [3.4, -1.1, 0.5], [-1.1, 2.3, -1.9], [-1.8, 1.4, 0.0], [1.0, -2.1, 0.2], [0.4, -0.9, -0.2], [-1.0, 0.2, 0.6], [0.9, 0.0, 0.1], [-0.3, 0.8, -1.2], [2.4, 2.0, -0.7], [-2.3, 0.5, -1.4], [-0.3, -1.7, 3.0], [1.9, 0.4, -0.8], [0.5, 0.3, 0.4], [-1.2, 2.5, -0.6], [-0.3, -2.1, 1.3], [1.0, -1.9, 1.2], [-0.8, 1.1, -1.1], [1.2, -0.3, -0.7], [-1.2, -1.0, 0.8], [0.0, 1.4, 1.0], [0.8, 0.7, -1.1], [-0.4, -1.6, 0.2], [0.7, -1.6, 0.4], [1.6, 0.6, -0.5], [-1.1, 0.0, 0.2], [1.5, 0.8, -0.4], [0.8, -1.5, 0.2], [-1.4, 0.1, 0.3], [-0.8, -0.4, 0.3], [-0.9, 1.0, 1.1], [1.3, 1.0, 0.2], [-0.8, -0.8, -0.9], [0.8, 0.8, -0.9], [-1.1, -0.7, 1.2], [0.4, 1.2, -1.2], [-1.3, 0.5, 0.9], [1.1, -0.4, 0.9], [-0.5, -1.6, -0.3], [1.2, 0.2, -1.3], [-0.8, 1.3, 0.7], [0.2, -0.7, -0.2], [-0.9, 1.6, -0.2], [-0.7, -1.5, -0.8], [-1.0, -1.4, -0.1], [1.0, -0.4, 1.1], [-1.3, 1.1, 0.2], [0.0, 0.2, -0.1], [0.0, -0.1, 0.1], [-0.1, -0.1, -0.1], [0.1, 0.1, 0.1], [0.0, -0.1, 0.0], [0.0, 0.1, -0.1], [0.0, 0.0, 0.1], [0.1, 0.0, 0.0], [0.1, 0.0, 0.0], [0.0, -0.1, 0.0], [0.0, 0.0, -0.1], [0.1, 0.0, 0.0], [0.0, 0.0, 0.0], [0.0, 0.0, 0.0], [-0.1, 0.0, 0.0], [0.0, 0.1, 0.1], [0.0, 0.0, 0.0], [0.0, 0.1, 0.0], [-0.1, -0.1, 0.0], [0.0, -0.1, 0.0], [-0.1, 0.1, 0.0], [0.0, -0.1, 0.0], [0.1, 0.1, -0.1], [-0.2, -0.1, 0.0], [0.1, 0.0, 0.1], [0.0, 0.2, 0.0], [0.0, -0.1, 0.0], [0.0, -0.1, 0.1], [0.0, 0.1, 0.0], [0.0, 0.0, 0.0], [0.1, 0.1, 0.0], [0.0, 0.0, 0.0], [0.0, 0.1, 0.0], [0.0, 0.0, 0.0], [0.0, 0.0, 0.0], [-0.1, 0.0, 0.0], [0.0, -0.1, 0.0], [0.0, 0.0, -0.1], [0.0, 0.0, -0.1], [0.1, 0.0, 0.0]],
  "largest_force_ev_per_a": 4.46,
  "orbital_gap_ha": 0.2386,
  "lumo_ev": -4.33,
  "charge": 1
}